Entry 1:
Entry from OMol25: a cluster of 2 separate species, C3H7N in total in a non-equilibrium geometry (wB97M-V/def2-TZVPD).

## Properties
HOMO level	-0.362	hartree
lowest unoccupied orbital energy	1.133	eV
total charge	0
2S+1	1
E	-4711.9257	eV
orbital gap	10.98	eV
SMILES	C=C.C=N

Last column: Löwdin charge in e.
Cartesian coordinates (Å):
C  -1.159  0.926  -1.311  -0.088
C  -2.295  1.392  -1.849  -0.079
H  -1.207  0.792  -0.237  0.038
H  -0.412  0.355  -1.841  0.041
H  -3.047  1.716  -1.140  0.043
H  -2.563  1.094  -2.852  0.043
C  2.387  -1.497  1.971  -0.157
N  1.218  -1.137  1.636  0.004
H  2.607  -2.568  2.101  0.056
H  3.175  -0.836  2.367  0.064
H  1.296  -0.237  1.155  0.035

Cartesian forces (eV/Å) of the 2 atoms listed first:
C -1.514 -0.513 0.148
C 0.842 -1.429 0.646



Entry 2:
Entry from OMol25: a cluster of 2 separate species, C3H7N in total (wB97M-V/def2-TZVPD).

## Properties
HOMO level	-0.275	hartree
lowest unoccupied orbital energy	1.252	eV
total charge	0
2S+1	1
E	-4709.5270	eV
orbital gap	8.72	eV

Last column: Löwdin charge in e.
Cartesian coordinates (Å):
C  -1.045  -0.940  0.372  -0.016
N  -0.387  -0.042  -0.301  -0.265
C  0.132  1.169  -0.388  -0.125
C  0.842  0.074  -1.073  -0.107
H  0.369  0.021  1.922  0.054
H  -0.811  -1.984  0.220  0.066
H  -1.881  -0.627  0.985  0.065
H  -0.282  2.143  -0.584  0.092
H  0.588  0.676  1.585  0.044
H  0.744  -0.136  -2.140  0.096
H  1.731  -0.355  -0.598  0.096

Cartesian forces (eV/Å) of the 2 atoms listed first:
C -0.143 0.014 -0.224
N 0.057 0.049 0.201



Entry 3:
Entry from OMol25: the molecule C3H7N in a non-equilibrium geometry (wB97M-V/def2-TZVPD).

## Properties
HOMO level	-0.346	hartree
lowest unoccupied orbital energy	1.261	eV
total charge	0
2S+1	1
E	-4713.1652	eV
orbital gap	10.68	eV
SMILES	C[C@H]1CN1

Last column: Löwdin charge in e.
Cartesian coordinates (Å):
C  -0.224  -1.149  0.960  -0.078
C  -0.077  0.264  0.479  -0.380
C  0.863  0.451  -0.716  -0.131
N  -0.582  0.727  -0.783  -0.001
H  -0.151  -1.763  0.123  0.043
H  0.575  -1.434  1.648  0.080
H  -1.243  -1.284  1.422  0.094
H  -0.113  1.023  1.285  0.132
H  1.356  -0.410  -1.149  0.096
H  1.417  1.320  -0.912  0.068
H  -1.139  0.070  -1.282  0.077

Cartesian forces (eV/Å) of the 2 atoms listed first:
C -1.406 0.960 1.286
C 1.564 0.881 0.252



Question: 2S+1 of number 3 (C3H7N)?
Answer: 1



Question: Look up the HOMO level of the first one.
Answer: -0.362 hartree